No. 1
DFT (the ωB97M-V functional and the def2-TZVPD basis) results for a structure of composition C12H6O10Tl.

**Charge**: -3
**Energy relative to the best compared isomer or geometry (same formula, charge and spin)**: 31.5 kcal/mol
**LUMO level**: 1.3 eV
**Orbital gap**: 1.3 eV

Each line ends with the natural charge from an NBO analysis.
Cartesian coordinates (Å):
Tl  -1.9210  0.7732  2.6921  0.95
C  6.3945  -1.7552  2.3753  -0.32
C  5.0832  -1.2075  2.7253  0.40
C  4.0362  -0.8589  1.5119  0.39
O  2.8328  -0.5225  1.7637  -0.54
C  4.4710  -1.1403  0.1336  -0.26
C  5.7534  -1.6268  -0.0474  0.34
C  6.7320  -1.8958  1.0786  0.33
O  7.9512  -2.2749  0.8887  -0.64
O  6.0462  -1.7931  -1.2878  -0.60
O  4.6336  -1.1618  3.9148  -0.55
H  7.0622  -1.8998  3.2117  0.22
H  3.8230  -0.9984  -0.7187  0.23
C  -6.4738  1.2995  -2.8262  -0.41
C  -5.2568  1.4903  -2.0591  0.38
C  -3.8589  1.3571  -2.7159  0.44
O  -2.8624  1.1896  -2.0441  -0.60
C  -3.8413  1.4582  -4.2420  -0.39
C  -5.0216  1.4934  -4.9260  0.34
C  -6.3204  1.1974  -4.2032  0.37
O  -7.4236  0.8525  -4.7739  -0.67
O  -4.9313  1.7151  -6.1856  -0.66
O  -5.2314  1.4748  -0.8193  -0.65
H  -7.2936  1.0508  -2.1685  0.21
H  -2.8783  1.5849  -4.7142  0.20
O  -0.6070  -2.1995  5.5049  -1.09
H  -0.3565  -3.0971  5.2112  0.39
O  0.0045  2.4576  6.0792  -1.18
H  -0.5460  3.0372  6.6409  0.38

---

No. 2
DFT (the ωB97M-V functional and the def2-TZVPD basis) results for a structure of composition C12H7BeN2O5S.

**Charge**: +1
**Energy relative to the best compared isomer or geometry (same formula, charge and spin)**: 98.1 kcal/mol
**LUMO level (spin up / spin down)**: -5.9 / -5.9 eV
**Orbital gap (spin up / spin down)**: 7.0 / 6.4 eV

Each line ends with the natural charge from an NBO analysis.
Cartesian coordinates (Å):
O  0.2030  4.0584  -2.7242  -0.34
C  -0.7242  4.0650  -1.9845  0.54
Be  0.5783  -0.7186  -1.1535  1.39
O  -0.2486  3.4372  0.2389  -0.50
C  -0.8833  3.1234  -0.8278  0.34
C  -1.7726  1.8631  -0.8312  0.36
O  -2.1288  1.3824  0.2743  -0.38
C  -3.1364  -0.1074  -1.9241  0.53
O  -3.0927  -1.0077  -2.7206  -0.38
C  -2.4901  1.3150  -2.0119  0.29
O  -2.9551  1.9700  -2.9358  -0.40
H  1.7976  -0.8391  -1.6873  -0.53
N  2.0260  2.0826  0.1764  -0.76
C  1.6251  0.8737  0.6077  0.38
N  0.5942  0.1318  0.1432  -0.88
C  0.5240  -1.1420  0.7619  0.11
C  -0.3915  -2.0974  0.3308  -0.34
C  -0.3978  -3.2758  1.0797  -0.15
C  0.5238  -3.4690  2.1323  -0.18
C  1.5382  -2.5312  2.4080  -0.15
C  1.5486  -1.3426  1.6950  -0.24
S  2.6701  -0.0152  1.7105  0.48
H  2.8938  2.3798  0.6630  0.42
H  1.2225  2.7525  0.1942  0.44
H  -1.0757  -1.8521  -0.4826  0.22
H  -1.1796  -3.9973  0.9280  0.25
H  0.4572  -4.3684  2.7509  0.25
H  2.2741  -2.6710  3.1888  0.25

---

No. 3
DFT (the ωB97M-V functional and the def2-TZVPD basis) results for a structure of composition C12H7BrCl2IS4SbW.

**Charge**: +1
**Energy relative to the best compared isomer or geometry (same formula, charge and spin)**: 0.0 kcal/mol
**Expectation value of S²**: 3.78
**LUMO level (spin up / spin down)**: -4.8 / -5.4 eV
**Orbital gap (spin up / spin down)**: 6.2 / 6.2 eV
**Multiplicity**: 4

Each line ends with the Löwdin spin population.
Cartesian coordinates (Å):
W  0.6096  0.6672  0.6626  1.66
S  -2.3238  1.8966  -2.4948  0.90
Sb  -2.5970  1.1443  -0.2598  0.12
S  -0.8432  2.5603  0.6131  0.23
S  -0.9743  -0.7464  -0.2736  -0.02
Cl  2.1496  -1.3208  0.9381  0.04
C  2.5990  -1.2317  2.6424  0.01
C  3.6907  -1.9714  3.0396  0.00
C  4.0547  -1.9265  4.3748  0.00
C  3.3321  -1.1508  5.2659  0.00
C  2.2355  -0.4218  4.8302  0.00
Cl  1.3687  0.5249  5.9833  0.00
C  1.8351  -0.4415  3.4909  0.01
S  0.4067  0.4854  2.9690  0.00
H  4.2386  -2.5722  2.3266  0.00
H  4.9044  -2.4996  4.7195  0.00
H  3.6100  -1.1045  6.3096  0.00
Br  2.7784  2.2362  1.1529  0.02
C  3.4360  3.0071  -0.4558  0.00
C  4.4178  3.9690  -0.3013  0.00
C  4.9511  4.5665  -1.4330  0.00
C  4.5051  4.2010  -2.6937  0.00
C  3.5169  3.2381  -2.8361  0.00
C  2.9808  2.6400  -1.7058  0.00
I  1.4714  1.2385  -2.0000  0.03
H  4.7585  4.2488  0.6863  0.00
H  5.7157  5.3230  -1.3213  0.00
H  4.9216  4.6677  -3.5757  0.00
H  3.1634  2.9609  -3.8200  0.00

---

No. 4
DFT (the ωB97M-V functional and the def2-TZVPD basis) results for a cluster of 41 separate species, C12H88FIO42 in total.

**LUMO level**: -1.3 eV
**Orbital gap**: 8.5 eV

Each line ends with the Mulliken charge.
Cartesian coordinates (Å):
O  0.4226  -4.7278  -1.8077  -0.51
C  0.4275  -3.5988  -1.3732  -0.83
C  -0.6054  -2.5336  -1.8020  -0.02
C  -0.3199  -1.2490  -1.7129  -0.35
I  -1.6118  0.3477  -2.2332  0.27
C  1.0783  -0.8336  -1.2206  0.42
O  1.5597  0.1746  -1.6739  -0.64
C  1.7468  -1.7709  -0.2444  0.79
C  2.6557  -1.4083  0.7367  1.11
C  3.0894  0.0358  1.0069  -1.21
C  2.2431  0.5391  2.1972  -0.23
F  0.9130  0.0528  2.0906  -0.36
C  3.2516  -2.3388  1.5723  -0.76
C  2.9039  -3.6535  1.4394  -0.99
C  1.9914  -4.0321  0.4911  -0.68
C  1.4153  -3.1399  -0.3517  0.50
H  -1.5831  -2.8369  -2.1778  0.68
H  2.9160  0.7054  0.1674  0.42
H  4.1532  0.0895  1.2536  0.24
H  2.1760  1.6338  2.2547  0.13
H  2.6292  0.1273  3.1361  0.41
H  3.9800  -2.0328  2.3129  0.52
H  3.3512  -4.3781  2.1110  0.44
H  1.7336  -5.0876  0.4408  0.66
O  -3.8101  3.2041  -2.0693  -0.53
H  -3.0379  2.7110  -1.7795  0.15
H  -3.7770  4.0041  -1.5335  0.30
O  -4.3167  -1.8495  -2.9172  -0.61
H  -3.9373  -1.2331  -3.5604  0.26
H  -5.2609  -1.6612  -2.9376  0.21
O  1.5296  -2.8598  -4.4745  -0.51
H  1.3210  -3.4425  -3.7401  0.28
H  1.2287  -3.3494  -5.2494  0.29
O  0.1250  -0.3882  4.8524  -0.67
H  -0.0682  -1.3148  5.0266  0.30
H  0.4793  -0.3877  3.9530  0.39
O  -2.5941  -1.4129  -5.2959  -0.47
H  -2.7897  -1.4188  -6.2378  0.25
H  -1.6322  -1.4400  -5.2545  0.27
O  3.1603  3.7981  2.0063  -0.59
H  3.5511  4.4278  1.3955  0.27
H  2.2311  4.0549  2.0389  0.34
O  -2.6961  0.9496  4.7312  -0.64
H  -1.9757  0.3532  4.9698  0.36
H  -2.6010  1.6909  5.3434  0.32
O  4.0382  -1.0151  -5.8645  -0.63
H  4.3856  -0.9954  -4.9678  0.29
H  3.1735  -1.4335  -5.7670  0.26
O  -4.4374  -4.6202  -3.5579  -0.62
H  -3.9589  -5.1345  -2.8975  0.33
H  -4.2252  -3.7030  -3.3324  0.41
O  0.7385  -7.9395  -0.8114  -0.64
H  1.1039  -7.3182  -1.4501  0.29
H  -0.2137  -7.7838  -0.8517  0.36
O  -2.8828  3.3062  6.5928  -0.66
H  -2.4418  3.9388  6.0152  0.29
H  -3.8074  3.5803  6.5817  0.32
O  -3.9640  0.7093  8.1085  -0.60
H  -3.5208  1.3386  7.5275  0.29
H  -4.8897  0.9814  8.0777  0.40
O  -5.3585  3.9575  -4.9602  -0.64
H  -5.0042  3.9834  -4.0641  0.30
H  -6.2369  3.5662  -4.8489  0.34
O  5.9641  -2.3629  0.0800  -0.50
H  5.7284  -2.3302  -0.8623  0.32
H  6.9285  -2.3948  0.0842  0.31
O  -6.7490  0.6598  7.3158  -0.70
H  -7.6695  0.5854  7.0582  0.29
H  -6.2961  0.0428  6.7262  0.41
O  5.7136  -2.5547  -2.8111  -0.54
H  6.6162  -2.3443  -3.0651  0.26
H  5.1816  -2.1121  -3.4730  0.16
O  1.1100  5.7303  1.2452  -0.60
H  1.4947  6.3662  0.6323  0.28
H  0.1789  5.9758  1.2838  0.31
O  7.2058  -2.2832  -5.2760  -0.59
H  6.7414  -2.2870  -6.1198  0.27
H  7.5916  -3.1652  -5.2157  0.33
O  -7.4208  2.0320  -5.4938  -0.64
H  -7.5421  1.1180  -5.2068  0.32
H  -7.0587  1.9572  -6.3824  0.32
O  2.1421  8.7314  0.8109  -0.68
H  2.8868  8.8983  1.3986  0.33
H  2.5111  8.8451  -0.0736  0.35
O  5.1810  1.4717  -6.6390  -0.59
H  5.0722  0.5403  -6.3947  0.33
H  5.5555  1.4446  -7.5245  0.30
O  6.3978  1.1385  0.1346  -0.57
H  6.4127  0.1883  -0.0302  0.25
H  7.2248  1.3067  0.5963  0.31
O  -2.2029  2.1294  10.5511  -0.65
H  -2.4949  1.5185  11.2335  0.30
H  -2.5318  1.7379  9.7323  0.35
O  8.0323  -0.7253  1.7980  -0.61
H  8.4134  -0.7579  2.6810  0.29
H  7.1539  -1.1114  1.9031  0.29
O  6.6165  0.1358  -2.8709  -0.44
H  6.9587  0.7853  -3.4947  0.24
H  5.6751  0.3321  -2.8238  0.25
O  -7.3368  -0.7098  5.1198  -0.67
H  -7.5224  -1.6412  5.2868  0.29
H  -6.9144  -0.7045  4.2527  0.32
O  4.9329  4.5962  -6.0320  -0.65
H  4.9670  3.6393  -6.1470  0.32
H  5.7423  4.8058  -5.5462  0.35
O  -1.3641  -4.5157  -4.9352  -0.58
H  -1.0178  -4.4981  -4.0356  0.29
H  -2.2257  -4.9421  -4.8430  0.30
O  -5.4745  -1.9258  7.1878  -0.61
H  -5.0811  -2.5412  7.8172  0.27
H  -5.1680  -1.0658  7.4943  0.30
O  -1.7393  -8.1400  0.9500  -0.64
H  -0.9586  -8.6115  1.2616  0.31
H  -1.7543  -7.3379  1.4835  0.32
O  -3.3333  -0.8020  1.1685  -0.58
H  -2.6364  -0.5415  1.7809  0.32
H  -2.9296  -0.7284  0.2956  0.27
O  7.2389  5.8620  -6.1590  -0.64
H  8.1522  6.0797  -6.3689  0.30
H  6.7284  6.2651  -6.8696  0.32
O  1.5815  11.4813  -0.7557  -0.64
H  1.5781  11.0087  0.0853  0.33
H  0.8146  11.1349  -1.2223  0.32
O  -9.3769  1.3110  3.3482  -0.64
H  -8.9841  0.7036  3.9873  0.34
H  -9.0923  2.1801  3.6454  0.31
O  -1.7548  4.8987  0.5502  -0.67
H  -2.2900  5.2129  1.2919  0.33
H  -1.5431  3.9882  0.7859  0.31
O  -8.1290  -0.4675  -3.5771  -0.62
H  -7.7670  -0.4169  -2.6868  0.32
H  -9.0062  -0.8437  -3.4538  0.30
O  9.2074  -2.3743  -2.7440  -0.61
H  10.1128  -2.1654  -2.9925  0.29
H  8.6728  -1.9162  -3.4049  0.31
O  -4.4684  4.9210  2.0216  -0.61
H  -4.4770  4.4480  2.8597  0.30
H  -5.2240  4.5653  1.5421  0.32
O  -2.9830  -3.0352  8.3245  -0.59
H  -2.2948  -2.8816  8.9789  0.30
H  -2.5406  -2.9141  7.4789  0.30
O  -2.8347  -6.5635  -1.5160  -0.62
H  -2.8496  -6.9604  -0.6357  0.28
H  -3.5249  -7.0385  -1.9916  0.32

---

No. 5
DFT (the ωB97M-V functional and the def2-TZVPD basis) results for an isolated molecule of C12H9BrN2O4S.

**Energy relative to the best compared isomer or geometry (same formula, charge and spin)**: 0.0 kcal/mol
**LUMO level**: -0.2 eV
**SMILES string**: O=C(O)C[C@@H]1CSc2cc(Br)cc3[nH]c(=O)c(=O)n1c23
**Orbital gap**: 8.5 eV

Each line ends with the natural charge from an NBO analysis.
Cartesian coordinates (Å):
O  2.0739  1.3507  -3.0301  -0.58
C  1.0149  1.9352  -2.9017  0.79
O  0.9160  3.3018  -3.0662  -0.70
C  -0.1767  1.1345  -2.2738  -0.52
C  -0.2460  1.4958  -0.7801  -0.06
C  1.0254  1.3522  -0.0052  -0.54
S  1.4215  -0.4086  0.2246  0.31
C  0.0070  -0.9558  1.0180  -0.18
C  0.2216  -1.9437  1.9721  -0.29
C  -0.8526  -2.3040  2.7609  -0.02
Br  -0.7645  -3.7740  4.0675  0.05
C  -2.1483  -1.7210  2.5520  -0.27
C  -2.3515  -0.7644  1.4908  0.16
N  -3.6520  -0.2706  1.2444  -0.59
C  -3.8556  0.7905  0.3667  0.58
O  -4.8722  1.4141  0.4270  -0.51
C  -2.6589  1.3654  -0.3600  0.56
O  -2.8456  2.3506  -1.1383  -0.56
N  -1.4042  0.9000  -0.0719  -0.40
C  -1.2679  -0.2735  0.7799  0.09
H  1.6100  3.7031  -3.5022  0.50
H  -1.1543  1.2405  -2.8059  0.26
H  0.0125  0.0239  -2.4242  0.25
H  -0.4120  2.5727  -0.7909  0.25
H  1.8971  1.8618  -0.4216  0.27
H  0.8145  1.8719  0.9364  0.23
H  1.2470  -2.3245  2.0070  0.25
H  -3.1229  -1.9474  3.0986  0.24
H  -4.3729  -0.4128  1.9380  0.42

---

No. 6
DFT (the ωB97M-V functional and the def2-TZVPD basis) results for a structure of composition C12H9ClCuNO6.

**Charge**: -2
**Energy relative to the best compared isomer or geometry (same formula, charge and spin)**: 0.0 kcal/mol
**LUMO level**: 4.4 eV
**Orbital gap**: 5.1 eV

Each line ends with the natural charge from an NBO analysis.
Cartesian coordinates (Å):
Cu  -0.2345  0.4517  -0.1654  0.89
Cl  0.3888  -6.7900  0.0962  -0.11
C  0.5675  -5.0537  -0.2081  -0.13
C  1.8544  -4.5101  -0.4087  -0.22
C  2.0188  -3.1790  -0.6441  -0.30
C  0.8965  -2.2526  -0.7331  0.44
O  1.0711  -1.0422  -0.9792  -0.71
C  -0.3954  -2.8650  -0.5130  -0.26
C  -1.6255  -2.0877  -0.5152  0.40
O  -1.7555  -0.9295  -0.8627  -0.59
C  -0.5230  -4.2330  -0.2406  -0.20
H  2.7156  -5.1675  -0.3561  0.20
H  3.0064  -2.7514  -0.7719  0.21
H  -2.5216  -2.6528  -0.1649  0.08
H  -1.5124  -4.6422  -0.0568  0.20
O  1.1763  1.8134  2.6044  -0.76
C  0.4981  0.7862  2.7732  0.64
O  -0.1252  0.0936  1.9231  -0.83
H  0.3214  0.4708  3.8264  0.00
O  -2.5937  2.8100  0.5140  -0.67
C  -1.5399  3.1992  0.0255  0.67
C  -1.1658  4.6809  0.0168  -0.52
C  0.1862  4.7002  -0.6723  -0.52
C  0.3915  3.2448  -1.0889  0.67
O  1.3293  2.9036  -1.7956  -0.66
N  -0.5865  2.4344  -0.5785  -0.75
H  -1.1551  5.0333  1.0485  0.21
H  -1.9460  5.2313  -0.5134  0.20
H  1.0081  4.9642  -0.0051  0.22
H  0.2500  5.3393  -1.5544  0.20

---

No. 7
DFT (the ωB97M-V functional and the def2-TZVPD basis) results for an isolated molecule of C12H9ClN2O4.

**LUMO level**: -0.8 eV
**SMILES string**: O=C(NCc1ccco1)c1cc([N+](=O)[O-])ccc1Cl
**Orbital gap**: 8.2 eV

Each line ends with the natural charge from an NBO analysis.
Cartesian coordinates (Å):
O  -1.8910  -0.8392  -1.2247  -0.60
C  -0.8749  -0.8460  -0.5671  0.65
N  0.3634  -0.7322  -1.0879  -0.59
C  0.5848  -0.5373  -2.5092  -0.27
C  1.3670  0.7060  -2.7680  0.25
C  2.6644  0.8955  -3.1470  -0.30
C  2.8586  2.2971  -3.2072  -0.32
C  1.6683  2.8514  -2.8535  0.10
O  0.7625  1.8995  -2.5852  -0.39
C  -0.9149  -0.9593  0.9356  -0.09
C  -1.7920  -0.1263  1.6155  -0.15
C  -1.9020  -0.2107  2.9957  0.01
N  -2.8016  0.6785  3.6954  0.53
O  -2.9304  0.5130  4.8886  -0.37
O  -3.3619  1.5328  3.0477  -0.36
C  -1.1634  -1.1406  3.7188  -0.16
C  -0.3078  -1.9891  3.0476  -0.23
C  -0.1811  -1.8965  1.6653  -0.01
Cl  0.8762  -3.0014  0.8695  0.03
H  1.1711  -0.7149  -0.4854  0.40
H  -0.4089  -0.4709  -2.9623  0.26
H  1.1219  -1.3953  -2.9252  0.21
H  3.3866  0.1356  -3.3651  0.23
H  3.7575  2.8122  -3.4759  0.23
H  1.3515  3.8709  -2.7598  0.21
H  -2.3933  0.5835  1.0666  0.27
H  -1.2755  -1.1888  4.7911  0.26
H  0.2648  -2.7274  3.5860  0.24

---

No. 8
DFT (the ωB97M-V functional and the def2-TZVPD basis) results for a structure of composition C12H9LiN3S4.

**Charge**: -1
**LUMO level**: 1.8 eV
**Orbital gap**: 5.0 eV

Each line ends with the natural charge from an NBO analysis.
Cartesian coordinates (Å):
Li  -3.6971  3.4575  1.6293  0.78
S  -4.3438  4.7158  -0.2470  -0.78
S  -6.2682  4.2707  0.4160  -0.11
S  -6.1852  2.3934  1.2654  -0.15
S  -5.2736  2.5765  3.1314  -0.75
N  0.8570  -0.9961  -1.2841  -0.55
C  1.9355  -1.8525  -1.3540  0.17
C  2.4328  -2.6634  -2.3703  -0.26
C  3.5613  -3.4029  -2.0760  -0.21
C  4.1729  -3.3371  -0.8123  -0.23
C  3.6706  -2.5296  0.1880  -0.19
C  2.5316  -1.7751  -0.0905  0.07
N  1.8271  -0.8971  0.7200  -0.45
C  0.8507  -0.4595  -0.0232  0.38
C  -0.1726  0.5129  0.4132  -0.06
C  -1.1766  0.9548  -0.4339  -0.24
C  -2.0986  1.8784  0.0371  0.05
N  -2.0642  2.3485  1.2817  -0.47
C  -1.1065  1.9132  2.0982  0.06
C  -0.1366  1.0063  1.7107  -0.22
H  0.1959  -0.8021  -2.0129  0.42
H  1.9631  -2.7153  -3.3439  0.21
H  3.9844  -4.0479  -2.8353  0.21
H  5.0555  -3.9343  -0.6239  0.21
H  4.1360  -2.4758  1.1634  0.22
H  -1.2676  0.6119  -1.4564  0.20
H  -2.8901  2.2706  -0.5945  0.25
H  -1.1254  2.3023  3.1090  0.20
H  0.6317  0.6760  2.3950  0.24

---

no.,energy (eV)
1,-37696.8530
2,-36998.6900
3,-167444.4791
4,-110686.5495
5,-104638.0576
6,-83530.0449
7,-36279.8083
8,-60611.5186